Entry 1:
A molecular structure, C17H34GeN3ORhSSi3, computed with the ωB97M-V functional and the def2-TZVPD basis.

As for the highest occupied orbital energy (spin up / spin down): -0.41364 / -0.41093 Eh. Its expectation value of S² is 0.761. The molar mass is 588.320 g mol⁻¹. The calculation puts the LUMO energy (spin up / spin down) at -0.1443 / -0.1933 hartree.

The geometry in ORCA input format:
```
! wB97M-V def2-TZVPD RIJCOSX def2/J DEFGRID3
* xyz 1 2
Rh 0.83155 -1.77730 -0.70041
N 3.60826 -2.58220 2.46671
C 2.55526 -2.42100 1.63973
S 2.93142 -2.00710 -0.04032
N 1.35620 -2.52611 2.09013
N 0.37454 -2.33510 1.12256
C -0.82158 -2.61472 1.51799
C -2.01586 -2.61929 0.72758
C -3.21828 -2.91870 1.39460
C -4.41230 -2.98028 0.71898
C -4.42220 -2.76471 -0.66223
C -3.25896 -2.48089 -1.34313
C -2.03742 -2.38797 -0.66348
O -0.95877 -2.07885 -1.37106
H 4.53184 -2.67797 2.08406
H 3.43905 -2.93515 3.39443
H -0.90006 -2.91089 2.55999
H -3.18675 -3.10270 2.46169
H -5.32866 -3.20707 1.24466
H -5.35395 -2.82869 -1.20896
H -3.26026 -2.32778 -2.41374
C -2.28372 0.79398 -2.33983
Si -1.72309 1.38879 -0.65902
C -2.91054 0.89919 0.69496
C -1.54421 3.25622 -0.70615
Ge 0.55711 0.73983 -0.18332
Si 1.44068 1.40886 1.95432
C 0.52087 0.56912 3.34448
C 1.08660 3.24891 1.97311
C 3.28253 1.12214 2.02987
Si 1.81963 0.84541 -2.20857
C 1.29946 -0.79673 -3.02200
C 3.66603 0.95505 -1.97260
C 1.26938 2.22554 -3.33997
H -3.36191 0.95285 -2.42872
H -2.08246 -0.26319 -2.49993
H -1.80457 1.36176 -3.13871
H -3.85998 1.41782 0.53603
H -2.53614 1.19055 1.67852
H -3.11484 -0.17141 0.70850
H -2.49004 3.68570 -1.04857
H -0.76781 3.58386 -1.40062
H -1.32742 3.68100 0.27382
H -0.55890 0.69016 3.23443
H 0.80927 1.02643 4.29465
H 0.74766 -0.49603 3.39732
H 0.01981 3.45081 2.07730
H 1.44729 3.76112 1.07901
H 1.59070 3.69659 2.83367
H 3.54164 0.06687 2.10414
H 3.68223 1.62318 2.91591
H 3.78694 1.53934 1.15636
H 1.46871 -1.79537 -2.53686
H 1.93688 -0.94264 -3.90027
H 0.26342 -0.77056 -3.35848
H 4.06144 0.22569 -1.26737
H 3.92982 1.95172 -1.61201
H 4.16962 0.81174 -2.93217
H 0.19802 2.21391 -3.53713
H 1.78923 2.13825 -4.29788
H 1.52756 3.19800 -2.91596
*
```

***

Entry 2:
A gas-phase ion, H2N3O2S (charge -1), computed with the ωB97M-V functional and the def2-TZVPD basis.

As for the highest occupied orbital energy: -0.12645 Eh. The molar mass is 108.102 g mol⁻¹. The calculation puts the LUMO energy at 0.1419 hartree.

The geometry in ORCA input format:
```
! wB97M-V def2-TZVPD RIJCOSX def2/J DEFGRID3
* xyz -1 1
N -0.01696 -0.19162 -0.38197
N -1.04559 -1.04640 -0.13919
N -2.15426 -0.46413 0.01993
O -0.83536 -2.25162 -0.01586
O -3.21708 -1.04708 0.05527
S -2.19452 1.47346 -0.00717
H 0.58650 -0.36230 0.36482
H -0.53310 0.77716 -0.46599
*
```

***

Energy above the lowest of the compared OMol25 structures with the same formula, charge and spin: 0.00; 57.25 (kcal per mole)